Arrangement one

DFT (the ωB97M-V functional and the def2-TZVPD basis) results for 2 unconnected molecules or ions with the total composition C2H4O2.

Geometry as XYZ:
```
8
Properties=species:S:1:pos:R:3
C -9.937 -0.561 2.285
O -10.905 -1.191 2.696
H -9.182 -1.081 1.649
H -9.780 0.530 2.461
C -14.910 -0.254 1.946
O -16.023 -0.496 2.439
H -14.755 0.289 0.983
H -14.026 -0.787 2.370
```

Summary:
Charge = 0
Frontier orbital gap = 0.3879 hartree
Highest occupied orbital energy = -10.101 eV

Arrangement two

DFT (the ωB97M-V functional and the def2-TZVPD basis) results for 2 unconnected molecules or ions with the total composition C2H4O2.

Geometry as XYZ:
```
8
Properties=species:S:1:pos:R:3
C 0.060 -2.186 -0.391
O 0.216 -2.447 0.843
H 0.973 -2.033 -0.862
H -0.776 -2.348 -1.080
C -0.062 2.207 0.433
O 0.236 1.462 -0.472
H -0.384 2.005 1.449
H -0.263 3.340 0.080
```

Summary:
Charge = 0
Frontier orbital gap = 0.3937 hartree
Highest occupied orbital energy = -10.109 eV

Arrangement three

DFT (the ωB97M-V functional and the def2-TZVPD basis) results for 2 unconnected molecules or ions with the total composition C2H4O2.

Geometry as XYZ:
```
8
Properties=species:S:1:pos:R:3
C 0.712 -0.777 -0.358
C -1.246 1.558 0.708
O -0.670 -0.776 -0.615
O -0.861 2.520 1.159
H -1.206 -0.165 0.029
H 0.930 -1.020 0.688
H 1.167 -1.527 -1.005
H 1.174 0.187 -0.605
```

Summary:
Charge = 0
Frontier orbital gap = 0.3982 hartree
Highest occupied orbital energy = -10.031 eV

Unit: kJ/mol. Relative energies: arrangement one 92.1; arrangement two 147.6; arrangement three 0.0.

Arrangement one

DFT (the ωB97M-V functional and the def2-TZVPD basis) results for 2 unconnected molecules or ions with the total composition C2H4O2.

Geometry as XYZ:
```
8
Properties=species:S:1:pos:R:3
C -1.498 -0.791 0.055
O -0.550 -1.503 -0.142
H -2.538 -1.140 -0.073
H -1.348 0.259 0.339
C 1.481 0.788 -0.061
O 0.738 1.387 0.669
H 1.157 0.258 -0.959
H 2.558 0.743 0.172
```

Summary:
Charge = 0
Frontier orbital gap = 0.3989 hartree
Highest occupied orbital energy = -9.932 eV

Arrangement two

DFT (the ωB97M-V functional and the def2-TZVPD basis) results for C2H4O2 in the gas phase.

Geometry as XYZ:
```
8
Properties=species:S:1:pos:R:3
C 1.117 0.175 1.246
C 0.468 0.130 -0.126
O 1.186 -0.031 -1.098
O -0.876 0.281 -0.191
H 0.360 0.076 2.057
H 1.641 1.123 1.360
H 1.860 -0.629 1.374
H -1.115 0.195 -1.161
```

Summary:
Charge = 0
Frontier orbital gap = 0.4132 hartree
Highest occupied orbital energy = -10.507 eV

Unit: kJ/mol. Relative energies: arrangement one 206.5; arrangement two 0.0.

Arrangement one

DFT (the ωB97M-V functional and the def2-TZVPD basis) results for 2 unconnected molecules or ions with the total composition C4H12S2.

Geometry as XYZ:
```
18
Properties=species:S:1:pos:R:3
C 0.052 3.621 0.143
C 0.023 2.251 -0.535
S -1.288 2.187 -1.857
H 0.541 4.386 -0.459
H -0.851 4.068 0.551
H 0.617 3.337 1.032
H -0.289 1.523 0.215
H 0.995 1.984 -0.956
H -0.712 1.052 -2.296
C 0.201 -3.166 1.446
C 0.135 -2.946 -0.059
S 0.088 -1.326 -0.917
H 1.136 -2.795 1.849
H -0.695 -2.759 1.916
H 0.224 -4.254 1.637
H -0.597 -3.562 -0.589
H 1.070 -3.355 -0.448
H -0.651 -0.245 -0.672
```

Summary:
Charge = 0
Frontier orbital gap = 0.3585 hartree
Highest occupied orbital energy = -8.915 eV

Arrangement two

DFT (the ωB97M-V functional and the def2-TZVPD basis) results for 2 unconnected molecules or ions with the total composition C4H12S2.

Geometry as XYZ:
```
18
Properties=species:S:1:pos:R:3
C 4.364 2.358 1.740
C 2.894 2.635 1.584
C 2.029 1.291 1.636
H 4.350 1.532 2.544
H 4.927 3.174 2.174
H 5.009 1.766 1.063
H 2.594 3.308 0.717
H 2.457 3.227 2.539
H 1.682 0.952 2.837
H 1.095 1.378 1.129
H 2.510 0.481 1.392
C -4.388 -3.902 -2.359
S -5.511 -2.619 -1.933
S -5.997 -1.821 -3.719
H -4.372 -3.939 -3.449
H -4.986 -4.883 -2.237
H -3.669 -3.986 -1.687
H -4.986 -0.951 -3.971
```

Summary:
Charge = 0
Frontier orbital gap = 0.3518 hartree
Highest occupied orbital energy = -8.941 eV

Unit: kJ/mol. Relative energies: arrangement one 0.0; arrangement two 94.5.

Arrangement one

DFT (the ωB97M-V functional and the def2-TZVPD basis) results for C16H22N4O2S in the gas phase.

Geometry as XYZ:
```
45
Properties=species:S:1:pos:R:3
C 0.443 6.214 -1.860
C -0.085 4.806 -1.619
C 0.729 4.081 -0.550
C 0.209 2.713 -0.309
N -0.850 2.178 -0.841
N -0.979 0.919 -0.375
C 0.014 0.703 0.443
S 0.347 -0.765 1.310
C -1.121 -1.673 0.742
C -0.920 -3.125 1.126
O 0.082 -3.507 1.700
N -1.925 -3.948 0.785
C -1.885 -5.362 1.127
C -3.338 -5.804 1.004
C -3.856 -4.918 -0.129
C -3.172 -3.578 0.145
N 0.805 1.814 0.543
C 2.032 1.942 1.294
C 3.206 1.532 0.466
C 3.740 0.304 0.212
C 4.808 0.520 -0.693
C 4.838 1.859 -0.924
O 3.870 2.483 -0.231
H -0.146 6.714 -2.626
H 0.391 6.806 -0.949
H 1.479 6.185 -2.190
H -1.127 4.843 -1.303
H -0.047 4.228 -2.542
H 1.778 4.014 -0.856
H 0.695 4.647 0.388
H -1.197 -1.530 -0.336
H -2.003 -1.243 1.217
H -1.243 -5.895 0.417
H -1.465 -5.486 2.127
H -3.878 -5.588 1.926
H -3.430 -6.865 0.785
H -3.528 -5.315 -1.090
H -4.940 -4.831 -0.139
H -3.777 -2.962 0.821
H -2.995 -3.008 -0.770
H 2.143 2.984 1.605
H 1.955 1.294 2.171
H 3.411 -0.629 0.621
H 5.458 -0.221 -1.110
H 5.473 2.470 -1.534
```

Summary:
Charge = 0
Frontier orbital gap = 0.3290 hartree
Highest occupied orbital energy = -8.176 eV

Arrangement two

DFT (the ωB97M-V functional and the def2-TZVPD basis) results for a molecular structure, C16H22N4O2S.

Geometry as XYZ:
```
45
Properties=species:S:1:pos:R:3
C -0.286 0.388 -4.035
C -0.139 1.116 -2.707
C -0.560 0.281 -1.471
C -2.055 -0.057 -1.486
C 0.229 -0.960 -1.435
N 0.868 -1.914 -1.381
C -0.252 1.165 -0.242
O -0.974 2.106 0.020
N 0.861 0.853 0.457
C 1.395 1.716 1.500
C 2.092 0.889 2.541
C 3.405 0.788 2.717
C 4.470 1.496 1.925
N 5.549 0.609 1.492
C 5.554 -0.189 0.381
O 6.587 -0.608 -0.094
C 4.202 -0.567 -0.219
C 3.893 0.183 -1.483
C 3.646 -0.344 -2.716
C 3.404 0.677 -3.679
C 3.155 0.432 -5.134
N 3.445 1.906 -3.221
S 3.789 1.886 -1.613
H 0.069 1.022 -4.847
H 0.302 -0.532 -4.051
H -1.325 0.132 -4.247
H 0.898 1.435 -2.574
H -0.755 2.017 -2.687
H -2.336 -0.609 -0.590
H -2.620 0.872 -1.511
H -2.304 -0.662 -2.356
H 1.439 0.099 0.122
H 2.056 2.465 1.060
H 0.552 2.252 1.934
H 1.440 0.299 3.178
H 3.781 0.134 3.497
H 4.041 2.034 1.078
H 4.934 2.255 2.556
H 6.483 0.858 1.781
H 4.261 -1.627 -0.461
H 3.413 -0.444 0.521
H 3.641 -1.403 -2.929
H 2.619 -0.504 -5.288
H 2.581 1.252 -5.561
H 4.102 0.368 -5.673
```

Summary:
Charge = 0
Frontier orbital gap = 0.3729 hartree
Highest occupied orbital energy = -9.508 eV

Unit: kJ/mol. Relative energies: arrangement one 74.3; arrangement two 0.0.